No. 1
Entry from OMol25: a structure of composition C40H43ClHfNO7PS2 (wB97M-V/def2-TZVPD).

Output
HOMO energy = -12.40 eV
Gap between HOMO and LUMO = 0.277 Eh
Energy relative to the best compared isomer or geometry (same formula, charge and spin) = 148.03 kcal per mole
F_max = 0.6 eV/Å
LUMO energy = -4.86 eV
E = -3776.9414 a.u.

ORCA input file:
```
! RIJCOSX wB97M-V def2-TZVPD def2/J DEFGRID3
* xyz 2 1
Hf 0.548 -0.137 -0.513
N 0.119 -1.861 -2.007
C -1.241 -2.368 -2.468
C -2.401 -1.635 -1.781
O -3.059 -2.486 -1.068
O -1.142 -1.088 0.004
H 0.742 -1.948 -2.805
H 0.454 -2.569 -1.344
H -1.244 -3.455 -2.341
H -1.329 -2.143 -3.532
O 1.770 1.205 -1.572
S 3.109 1.879 -1.922
C 2.701 2.684 -3.481
C 1.346 3.399 -3.494
C 0.296 2.772 -4.414
C -0.399 1.489 -3.972
S -1.622 1.533 -2.606
O -0.787 1.383 -1.310
C -2.100 3.233 -2.635
C -3.042 3.587 -3.594
C -3.445 4.911 -3.674
C -2.932 5.847 -2.787
C -2.018 5.469 -1.812
C -1.592 4.151 -1.729
C 3.193 3.285 -0.846
C 2.109 3.679 -0.076
C 2.251 4.783 0.752
C 3.456 5.473 0.796
C 4.532 5.060 0.024
C 4.411 3.950 -0.799
H 2.775 1.893 -4.232
H 3.538 3.365 -3.645
H 1.515 4.416 -3.850
H 0.958 3.504 -2.481
H 0.756 2.551 -5.381
H -0.466 3.524 -4.624
H 0.302 0.708 -3.668
H -0.984 1.089 -4.804
H -3.462 2.844 -4.262
H -4.173 5.207 -4.417
H -3.259 6.877 -2.845
H -1.641 6.201 -1.110
H -0.896 3.836 -0.964
H 1.178 3.130 -0.116
H 1.419 5.104 1.365
H 3.559 6.333 1.443
H 5.472 5.593 0.071
H 5.257 3.608 -1.384
Cl -0.592 0.612 1.824
C -1.870 -0.622 1.041
C -3.053 0.208 0.594
C -4.052 -0.466 0.051
C -3.947 -1.967 0.021
C -3.300 -2.457 1.310
C -2.275 -1.813 1.873
P -1.224 -2.447 3.242
C -0.132 -3.582 2.295
C 1.049 -3.953 2.937
C 1.978 -4.769 2.306
C 1.742 -5.218 1.015
C 0.561 -4.871 0.372
C -0.370 -4.060 1.008
C -2.416 -3.582 4.028
C -2.557 -4.925 3.685
C -3.500 -5.714 4.329
C -4.311 -5.167 5.313
C -4.172 -3.830 5.663
C -3.223 -3.045 5.030
H -3.014 1.285 0.663
H -4.925 0.023 -0.359
H -4.896 -2.464 -0.155
H -3.657 -3.392 1.727
H 1.245 -3.599 3.943
H 2.881 -5.059 2.826
H 2.463 -5.858 0.522
H 0.350 -5.263 -0.616
H -1.291 -3.812 0.496
H -1.924 -5.363 2.923
H -3.599 -6.758 4.064
H -5.043 -5.784 5.815
H -4.794 -3.405 6.440
H -3.102 -2.007 5.322
C 4.941 -0.186 0.944
C 3.508 -0.402 1.369
C 3.361 -0.939 2.776
O 2.724 0.833 1.203
C 2.689 -1.176 0.341
O 2.934 -1.148 -0.868
O 1.487 -1.498 0.733
H 5.475 0.389 1.700
H 4.992 0.337 -0.009
H 5.444 -1.147 0.830
H 3.814 -0.240 3.482
H 3.886 -1.890 2.871
H 2.314 -1.090 3.033
H 2.870 1.418 1.956
*
```

Want to see where the charge sits? The Mulliken charges in e are:
1. Hf -1.3434
2. N -0.5306
3. C -0.7736
4. C -0.1076
5. O -0.3747
6. O 3.5946
7. H 0.4218
8. H 0.0238
9. H 0.4107
10. H 0.4470
11. O -0.3568
12. S 0.1596
13. C -0.9992
14. C 0.1847
15. C -1.3870
16. C -0.4612
17. S 0.1542
18. O -0.3854
19. C 0.4262
20. C -0.3928
21. C -0.7061
22. C -0.5773
23. C -0.9164
24. C -0.0716
25. C 0.9993
26. C 0.0967
27. C -1.0892
28. C -0.6560
29. C -0.6993
30. C -0.7549
31. H 0.6063
32. H 0.5134
33. H 0.6231
34. H -0.4364
35. H 0.6070
36. H 0.3146
37. H 0.1711
38. H 0.6714
39. H 0.4846
40. H 0.4536
41. H 0.4255
42. H 0.4781
43. H 0.3135
44. H 0.1922
45. H 0.5188
46. H 0.4444
47. H 0.4565
48. H 0.5121
49. Cl -0.1775
50. C 0.6184
51. C -0.8738
52. C -0.8863
53. C -0.4175
54. C -0.8115
55. C 0.1719
56. P -0.5444
57. C 0.2271
58. C -0.5710
59. C -0.7864
60. C -0.6885
61. C -0.6792
62. C 0.3697
63. C 0.6233
64. C 0.0840
65. C -0.8092
66. C -0.5136
67. C -0.6659
68. C -0.4339
69. H 0.6021
70. H 0.4299
71. H 0.7127
72. H 0.5232
73. H 0.4385
74. H 0.4805
75. H 0.4335
76. H 0.5380
77. H 0.3829
78. H 0.3945
79. H 0.4262
80. H 0.3972
81. H 0.4072
82. H 0.3959
83. C -1.6300
84. C 1.8785
85. C -1.3543
86. O -0.4360
87. C -0.3243
88. O -0.6209
89. O 0.5451
90. H 0.4120
91. H 0.2610
92. H 0.3940
93. H 0.4615
94. H 0.3679
95. H 0.2360
96. H 0.3266

***

No. 2
Entry from OMol25: the ion C5H9N2OS with charge +1 in a non-equilibrium geometry (wB97M-V/def2-TZVPD).

Output
HOMO energy = -13.62 eV
Gap between HOMO and LUMO = 0.358 Eh
Energy relative to the best compared isomer or geometry (same formula, charge and spin) = 107.59 kcal per mole
F_max = 4.2 eV/Å
LUMO energy = -3.87 eV
E = -778.4574 a.u.

ORCA input file:
```
! RIJCOSX wB97M-V def2-TZVPD def2/J DEFGRID3
* xyz 1 1
C -2.215 0.078 0.302
S -0.810 0.238 -0.518
C -0.351 1.980 -0.845
O -0.695 -0.285 -2.085
C 0.587 -0.465 0.275
C 1.799 -0.870 -0.365
N 2.609 -1.373 0.640
C 2.024 -1.240 1.749
N 0.763 -0.717 1.598
H -3.150 0.662 0.025
H -2.496 -0.911 0.624
H -0.804 2.298 -1.738
H 0.694 2.041 -0.815
H -0.840 2.599 -0.019
H -1.428 -0.765 -2.481
H 1.825 -0.961 -1.515
H 2.357 -1.609 2.774
H 0.131 -0.700 2.392
*
```

Want to see where the charge sits? The Mulliken charges in e are:
1. C -0.9078
2. S 0.9405
3. C -0.9717
4. O -0.5350
5. C 0.0647
6. C -0.0128
7. N -0.5118
8. C -0.0982
9. N -0.0822
10. H 0.3195
11. H 0.3828
12. H 0.3903
13. H 0.4030
14. H 0.3561
15. H 0.3630
16. H 0.3282
17. H 0.3433
18. H 0.2281

***

No. 3
Entry from OMol25: a structure of composition C25H21Cl3N4OPdS4 (wB97M-V/def2-TZVPD).

Output
HOMO energy (spin up / spin down) = -12.78 / -15.12 eV
Gap between HOMO and LUMO (spin up / spin down) = 0.149 / 0.124 Eh
Energy relative to the best compared isomer or geometry (same formula, charge and spin) = 20.45 kcal per mole
F_max = 0.9 eV/Å
LUMO energy (spin up / spin down) = -8.72 / -11.73 eV
⟨S²⟩ = 8.80
E = -4359.5915 a.u.

ORCA input file:
```
! RIJCOSX wB97M-V def2-TZVPD def2/J DEFGRID3
* xyz 3 6
Pd 2.519 -1.216 -0.584
C 5.117 -1.738 -3.288
C 5.543 -1.768 -1.869
N 4.755 -1.723 -0.835
C 5.457 -1.749 0.343
C 6.852 -1.841 0.185
S 7.250 -1.876 -1.421
C 4.728 -1.667 1.541
C 5.226 -1.685 2.827
S 3.982 -1.526 3.927
C 2.811 -1.432 2.641
N 3.345 -1.533 1.462
C 1.364 -1.252 2.921
H 4.045 -1.644 -3.349
H 5.437 -2.649 -3.802
H 5.583 -0.897 -3.811
H 7.615 -1.866 0.963
H 6.264 -1.785 3.142
H 1.208 -0.754 3.879
H 0.878 -2.229 2.957
H 0.920 -0.671 2.123
Cl 0.700 5.690 -2.397
C -0.385 4.417 -1.991
C -0.746 4.209 -0.678
C -1.662 3.211 -0.382
C -2.215 2.405 -1.370
C -3.306 1.404 -1.043
C -3.024 -0.088 -1.306
N -1.772 -0.771 -0.827
C -1.767 -2.038 -0.263
C -0.469 -2.405 -0.128
N 0.333 -1.388 -0.620
C -0.480 -0.402 -0.987
O -3.919 1.695 0.229
C -3.627 1.025 1.410
C -4.847 0.241 1.836
C -6.212 0.722 1.735
Cl -6.717 2.168 1.159
S -7.388 -0.376 2.379
C -6.134 -1.431 2.795
C -4.839 -0.977 2.451
C -1.826 2.639 -2.675
Cl -2.518 1.735 -3.988
C -0.913 3.629 -2.994
H -0.339 4.845 0.102
H -1.978 3.083 0.650
H -4.119 1.625 -1.728
H -3.049 -0.232 -2.376
H -3.861 -0.638 -0.883
H -2.680 -2.589 -0.078
H -0.069 -3.353 0.203
H -0.161 0.518 -1.452
H -3.429 1.765 2.191
H -2.757 0.373 1.344
H -6.368 -2.372 3.289
H -3.939 -1.552 2.650
H -0.643 3.807 -4.029
S 3.469 2.115 -1.276
C 2.756 0.785 -0.904
*
```

Want to see where the charge sits? The Mulliken charges in e are:
1. Pd 0.6993
2. C -1.1364
3. C 0.6174
4. N 0.0671
5. C 0.1667
6. C -0.3423
7. S 0.0158
8. C 0.0047
9. C -0.3545
10. S -0.0407
11. C 0.5924
12. N -0.0192
13. C -0.9461
14. H 0.2609
15. H 0.3939
16. H 0.3726
17. H 0.3764
18. H 0.4079
19. H 0.4719
20. H 0.2977
21. H 0.1346
22. Cl -0.1678
23. C 0.3734
24. C -1.1143
25. C -0.0179
26. C -0.2905
27. C -0.1172
28. C -1.2303
29. N 0.3263
30. C -0.1147
31. C -1.3215
32. N 0.2906
33. C -0.2563
34. O -0.3553
35. C -0.2333
36. C 0.3086
37. C 0.5015
38. Cl 0.0089
39. S 0.0397
40. C -0.3395
41. C -0.6318
42. C 1.0512
43. Cl -0.1875
44. C -0.8487
45. H 0.4524
46. H 0.3259
47. H 0.4270
48. H 0.5803
49. H 0.4052
50. H 0.5556
51. H 0.4735
52. H 0.3155
53. H 0.4626
54. H 0.1442
55. H 0.4399
56. H 0.4550
57. H 0.4851
58. S -0.1447
59. C -0.0919

***

No. 4
Entry from OMol25: a cluster of 3 separate species, C30H41F2N4O4PS in total in a non-equilibrium geometry (wB97M-V/def2-TZVPD).

Output
HOMO energy = -7.96 eV
Gap between HOMO and LUMO = 0.257 Eh
F_max = 4.8 eV/Å
LUMO energy = -0.97 eV
E = -2626.7556 a.u.

ORCA input file:
```
! RIJCOSX wB97M-V def2-TZVPD def2/J DEFGRID3
* xyz 0 1
C -4.138 1.312 0.342
C -2.889 0.379 -0.150
N -2.212 1.129 -1.252
C -1.218 0.319 -1.976
C 0.024 -0.384 -1.295
O 0.294 -0.293 0.104
C 0.608 1.064 0.515
C 2.013 1.628 -0.015
C 3.304 0.853 0.631
C 2.120 3.161 0.556
C 2.846 4.177 -0.465
C 1.702 4.922 -1.320
C 4.029 3.533 -1.341
C 1.007 -1.270 -2.155
C 2.252 -2.043 -1.515
N 3.225 -2.588 -2.504
C 4.180 -3.563 -1.897
C 0.661 -1.373 -3.695
N 1.335 -2.130 -4.747
S 0.617 -1.944 -6.275
N -0.694 -0.911 -5.896
C -0.570 -0.688 -4.480
C -1.479 0.151 -3.518
C -2.779 0.860 -4.143
P -2.448 2.718 -4.351
O -1.016 2.994 -3.827
O -3.528 3.610 -3.360
O -2.630 3.060 -6.023
H -5.039 0.686 0.688
H -3.820 2.118 1.089
H -4.494 1.864 -0.614
H -3.394 -0.539 -0.649
H -2.206 0.057 0.710
H -1.847 2.045 -0.955
H 0.683 1.039 1.674
H -0.195 1.842 0.271
H 2.129 1.569 -1.151
H 2.955 -0.205 0.922
H 3.676 1.348 1.596
H 4.181 0.790 -0.105
H 2.614 3.213 1.586
H 1.037 3.549 0.697
H 3.340 4.998 0.194
H 2.099 5.892 -1.797
H 0.833 5.250 -0.623
H 1.254 4.183 -2.070
H 4.698 2.901 -0.660
H 3.602 2.967 -2.241
H 4.706 4.386 -1.746
H 2.832 -1.363 -0.796
H 1.897 -2.947 -0.879
H 3.730 -1.810 -2.976
H 3.716 -4.274 -1.135
H 5.093 -2.979 -1.491
H 4.593 -4.199 -2.777
H -3.622 0.727 -3.368
H -3.069 0.322 -5.115
H -3.152 4.530 -3.373
H -3.029 2.234 -6.411
F 4.866 -4.969 0.726
C 4.353 -4.845 1.960
C 4.874 -5.608 2.994
C 4.346 -5.476 4.274
C 3.296 -4.589 4.504
C 2.778 -3.830 3.458
C 3.313 -3.955 2.179
H 5.685 -6.299 2.794
H 4.750 -6.063 5.092
H 2.882 -4.489 5.503
H 1.958 -3.143 3.637
H 2.928 -3.366 1.355
F -4.534 0.079 2.800
C -5.448 -0.054 3.773
C -5.632 0.979 4.680
C -6.583 0.844 5.686
C -7.332 -0.327 5.781
C -7.135 -1.360 4.868
C -6.192 -1.221 3.855
H -5.034 1.879 4.596
H -6.740 1.649 6.396
H -8.071 -0.434 6.569
H -7.717 -2.273 4.945
H -6.032 -2.010 3.130
*
```

Want to see where the charge sits? The Mulliken charges in e are:
1. C -0.9619
2. C -0.0387
3. N 0.3466
4. C -0.5519
5. C 0.3378
6. O -0.6071
7. C -0.9242
8. C 1.2285
9. C -1.3511
10. C -1.0025
11. C 0.4018
12. C -1.1158
13. C -1.0944
14. C 0.1307
15. C 0.0036
16. N -0.2413
17. C -0.6825
18. C -0.0426
19. N -0.4391
20. S 0.1301
21. N -0.6541
22. C 0.4515
23. C 0.4888
24. C -1.2842
25. P 0.9408
26. O -0.5428
27. O -0.5190
28. O -0.5413
29. H 0.2298
30. H 0.2259
31. H 0.3201
32. H 0.2342
33. H 0.1506
34. H 0.2743
35. H 0.2913
36. H 0.0940
37. H 0.1133
38. H 0.2369
39. H 0.3304
40. H 0.2950
41. H 0.3860
42. H 0.2616
43. H 0.3144
44. H 0.3546
45. H 0.3143
46. H 0.1631
47. H 0.2416
48. H 0.2283
49. H 0.3853
50. H -0.0031
51. H 0.2381
52. H 0.2711
53. H 0.1906
54. H 0.2177
55. H 0.3151
56. H 0.2393
57. H 0.5238
58. H 0.3294
59. H 0.3564
60. F -0.2453
61. C 0.2316
62. C -0.4771
63. C -0.4684
64. C -0.4736
65. C -0.5790
66. C 0.1782
67. H 0.4103
68. H 0.3590
69. H 0.3630
70. H 0.3839
71. H 0.3351
72. F -0.1780
73. C 0.3582
74. C -0.3780
75. C -0.4044
76. C -0.5010
77. C -0.3994
78. C -0.3573
79. H 0.3959
80. H 0.3525
81. H 0.3561
82. H 0.3499
83. H 0.3987

***

No. 5
Entry from OMol25: a cluster of 7 separate species, C17H48O11 in total in a non-equilibrium geometry (wB97M-V/def2-TZVPD).

Output
HOMO energy = -9.52 eV
Gap between HOMO and LUMO = 0.352 Eh
Energy relative to the best compared isomer or geometry (same formula, charge and spin) = 237.99 kcal per mole
F_max = 7.1 eV/Å
LUMO energy = 0.07 eV
E = -1503.7051 a.u.

ORCA input file:
```
! RIJCOSX wB97M-V def2-TZVPD def2/J DEFGRID3
* xyz 0 1
C -2.798 -3.223 -1.245
C -4.214 -2.484 -1.322
C -3.961 -1.023 -1.758
O -4.822 -3.135 -2.375
H -2.264 -2.747 -0.616
H -2.237 -3.158 -2.254
H -2.921 -4.349 -0.986
H -4.718 -2.600 -0.313
H -3.105 -0.985 -2.428
H -3.646 -0.607 -0.891
H -4.770 -0.477 -2.091
H -5.140 -3.956 -2.113
C 6.494 -1.801 -3.321
C 6.785 -1.458 -1.885
C 5.688 -1.868 -0.885
O 7.972 -1.938 -1.386
H 5.464 -1.420 -3.696
H 6.178 -2.855 -3.500
H 7.152 -1.417 -4.032
H 6.881 -0.384 -1.856
H 5.534 -2.937 -0.814
H 4.681 -1.469 -1.192
H 5.808 -1.468 0.147
H 8.775 -1.409 -1.881
C -0.397 -0.782 0.284
C 0.733 0.163 0.471
C 2.146 -0.287 0.719
O 0.534 1.141 -0.443
H -0.543 -1.027 -0.695
H -1.438 -0.562 0.316
H -0.286 -1.779 1.022
H 0.692 0.542 1.526
H 1.834 -1.036 1.515
H 2.992 0.409 0.937
H 2.713 -0.856 -0.116
H -0.056 1.764 -0.158
O 0.635 2.524 3.476
C -0.018 2.284 4.635
C 0.287 0.794 5.128
O -0.452 0.476 6.373
H 1.736 2.716 3.541
H 0.478 2.948 5.541
H -1.155 2.432 4.396
H 1.410 0.741 5.090
H -0.246 0.052 4.411
H -1.290 0.479 6.090
O 1.526 -1.301 -4.786
C 1.950 -0.694 -3.566
C 2.260 0.748 -3.853
O 2.572 1.302 -2.580
H 0.720 -1.665 -4.862
H 1.185 -0.777 -2.636
H 2.662 -1.367 -3.188
H 1.490 1.140 -4.309
H 3.035 0.700 -4.651
H 1.935 1.006 -1.982
O -4.090 0.443 1.995
C -3.274 0.295 3.152
C -3.894 1.136 4.226
O -3.086 0.863 5.348
H -4.945 0.345 2.229
H -3.242 -0.784 3.572
H -2.305 0.595 2.770
H -5.026 0.871 4.604
H -4.082 2.290 3.908
H -3.632 1.227 6.210
O -2.508 3.983 -2.886
C -1.980 3.480 -1.691
C -2.788 2.491 -1.013
O -2.134 2.075 0.169
H -3.468 4.073 -2.852
H -1.081 3.240 -1.917
H -1.569 4.433 -1.045
H -2.801 1.449 -1.654
H -3.751 3.021 -0.721
H -2.806 1.413 0.647
*
```

Want to see where the charge sits? The Mulliken charges in e are:
1. C -0.7517
2. C 0.3570
3. C -0.9058
4. O -0.5167
5. H -0.0308
6. H 0.2118
7. H 0.3304
8. H 0.2557
9. H 0.3483
10. H -0.0719
11. H 0.5266
12. H 0.3247
13. C -1.1244
14. C 0.6477
15. C -0.8962
16. O -0.5586
17. H 0.0944
18. H 0.2944
19. H 0.4081
20. H 0.1605
21. H 0.3826
22. H -0.0788
23. H 0.3440
24. H 0.3470
25. C -1.3544
26. C 1.5172
27. C -1.3014
28. O -0.4582
29. H 0.4886
30. H 0.3745
31. H 0.0846
32. H -0.0893
33. H 0.3734
34. H 0.4093
35. H -0.0780
36. H 0.1487
37. O -0.5193
38. C -0.1717
39. C -0.1940
40. O -0.5641
41. H 0.3410
42. H 0.2648
43. H 0.0779
44. H 0.3361
45. H 0.0609
46. H 0.4062
47. O -0.5684
48. C 0.5473
49. C -0.4461
50. O -0.5731
51. H 0.2734
52. H -0.3980
53. H 0.0077
54. H 0.3800
55. H 0.3436
56. H 0.3249
57. O -0.4992
58. C 0.4159
59. C -0.5812
60. O -0.5105
61. H 0.2686
62. H 0.1791
63. H -0.2108
64. H 0.3949
65. H 0.2341
66. H 0.3145
67. O -0.5561
68. C -0.7040
69. C 0.1197
70. O -0.4702
71. H 0.3142
72. H 0.4719
73. H 0.2073
74. H 0.0425
75. H 0.3544
76. H 0.0727

***

No. 6
Entry from OMol25: the molecule C4H2O2 in a non-equilibrium geometry (wB97M-V/def2-TZVPD).

Output
HOMO energy = -10.91 eV
Gap between HOMO and LUMO = 0.367 Eh
Energy relative to the best compared isomer or geometry (same formula, charge and spin) = 66.60 kcal per mole
F_max = 6.3 eV/Å
LUMO energy = -0.93 eV
E = -303.9037 a.u.

ORCA input file:
```
! RIJCOSX wB97M-V def2-TZVPD def2/J DEFGRID3
* xyz 0 1
O 3.732 -0.130 -0.396
C 2.553 -0.099 -0.592
C 1.308 -0.915 -0.653
C 1.412 0.637 -0.952
C 0.146 0.006 -0.598
O -0.386 0.396 0.800
H -0.755 -0.081 -1.240
H 0.207 0.818 1.338
*
```

Want to see where the charge sits? The Mulliken charges in e are:
1. O -0.4763
2. C 0.7971
3. C -0.3092
4. C -0.4595
5. C 0.3638
6. O -0.5102
7. H 0.2920
8. H 0.3024

***

> What is the formula in the sixth record?

C4H2O2

***

> What is the formula in the second record?

C5H9N2OS

***

> Which value of E does entry 2 give?

-778.4574 a.u.